Record 1
{"formula": "C4H9NOS", "method": "ωB97M-V/def2-TZVPD", "orbital_gap_ev": 9.943, "e_tot_ev": -18664.8985, "de_lowest_ev": 2.628, "lumo_energy_ev": 0.85, "species": ["N", "C", "C", "O", "C", "C", "S", "H", "H", "H", "H", "H", "H", "H", "H", "H"], "positions_angstrom": [[-1.07, -1.55, -0.19], [0.28, -1.33, 0.19], [1.45, -1.95, -0.54], [1.38, -2.28, -1.68], [0.48, 0.31, 0.05], [-0.58, 0.98, 1.00], [-0.91, 2.70, 0.52], [-0.98, -1.22, -1.12], [-1.16, -2.49, -0.53], [0.53, -1.51, 1.31], [2.57, -1.91, -0.15], [1.52, 0.50, 0.44], [0.26, 0.27, -1.03], [-0.33, 0.92, 2.10], [-1.54, 0.38, 0.98], [0.40, 3.03, 0.34]]}



Record 2
{"formula": "C4H9NOS", "method": "ωB97M-V/def2-TZVPD", "orbital_gap_ev": 9.980, "e_tot_ev": -18665.8138, "de_lowest_ev": 1.713, "lumo_energy_ev": 0.74, "species": ["O", "C", "N", "C", "C", "C", "S", "H", "H", "H", "H", "H", "H", "H", "H", "H"], "positions_angstrom": [[2.87, 1.76, -0.66], [2.14, 1.39, 0.25], [1.89, 0.07, 0.47], [0.66, -0.65, 0.71], [-0.70, 0.11, 0.44], [-1.37, -0.32, -0.87], [-3.14, -0.23, -1.01], [1.46, 2.11, 0.75], [2.51, -0.40, -0.17], [0.52, -0.90, 1.77], [0.73, -1.56, 0.10], [-0.46, 1.17, 0.54], [-1.38, 0.05, 1.30], [-1.20, -1.39, -0.95], [-0.90, 0.29, -1.64], [-3.62, -1.49, -1.04]]}



Record 3
{"formula": "C4H9NOS", "method": "ωB97M-V/def2-TZVPD", "orbital_gap_ev": 9.349, "e_tot_ev": -18666.9080, "de_lowest_ev": 0.618, "lumo_energy_ev": 0.72, "species": ["N", "C", "O", "C", "C", "C", "S", "H", "H", "H", "H", "H", "H", "H", "H", "H"], "positions_angstrom": [[-0.28, 0.47, 2.45], [-0.73, 0.27, 1.16], [-1.57, 0.94, 0.60], [-0.05, -0.88, 0.41], [0.98, -0.30, -0.59], [0.46, 0.62, -1.70], [-1.05, 0.26, -2.60], [-0.84, 0.75, 3.20], [0.45, -0.18, 2.70], [0.46, -1.62, 1.04], [-0.88, -1.39, -0.08], [1.84, 0.15, -0.11], [1.32, -1.18, -1.16], [0.37, 1.63, -1.27], [1.21, 0.79, -2.47], [-1.69, -0.32, -1.58]]}



Record 4
{"formula": "C4H9NOS2", "method": "ωB97M-V/def2-TZVPD", "orbital_gap_ev": 9.458, "e_tot_ev": -29497.5788, "de_lowest_ev": 4.904, "lumo_energy_ev": 0.46, "species": ["C", "C", "C", "C", "H", "H", "H", "H", "H", "H", "H", "H", "H", "N", "O", "S", "S"], "positions_angstrom": [[-3.13, -0.75, -0.49], [-0.28, 0.73, 0.73], [1.19, 0.59, 0.70], [1.51, -0.77, 0.11], [-4.23, -0.11, -0.95], [-3.37, -1.70, 0.20], [-2.61, -1.02, -1.37], [-0.92, 1.60, 1.21], [1.83, 0.63, 1.59], [3.06, 2.22, -0.15], [1.14, -0.58, -0.96], [1.00, -1.55, 0.60], [3.19, -0.11, -0.84], [-1.02, -0.11, 0.04], [-2.31, 0.25, 0.11], [1.74, 2.04, -0.42], [3.21, -1.35, -0.12]]}



Record 5
{"formula": "C4H9NP", "method": "ωB97M-V/def2-TZVPD", "orbital_gap_ev": 9.253, "total_charge": 1, "e_tot_ev": -15064.3112, "de_lowest_ev": 1.251, "lumo_energy_ev": -5.12, "species": ["C", "C", "N", "P", "C", "C", "H", "H", "H", "H", "H", "H", "H", "H", "H"], "positions_angstrom": [[-1.13, 1.69, 1.21], [-0.54, 0.63, 0.39], [-0.99, -0.55, 0.36], [-0.35, -2.06, -0.32], [0.68, -1.57, -1.75], [1.47, -1.70, -0.48], [-2.18, 1.53, 1.42], [-0.94, 2.67, 0.75], [-0.76, 1.82, 2.30], [0.26, 1.02, -0.21], [-1.86, -0.78, 0.70], [0.56, -0.52, -2.31], [0.80, -2.28, -2.47], [2.03, -2.65, -0.45], [1.80, -0.78, 0.08]]}



Record 6
{"formula": "C4H9NS", "method": "ωB97M-V/def2-TZVPD", "orbital_gap_ev": 9.501, "e_tot_ev": -16618.8272, "de_lowest_ev": 0.627, "lumo_energy_ev": 1.01, "species": ["C", "C", "S", "C", "C", "N", "H", "H", "H", "H", "H", "H", "H", "H", "H"], "positions_angstrom": [[0.59, -1.20, -0.28], [-0.76, -1.43, 0.26], [-2.00, -0.07, -0.21], [-0.91, 1.39, 0.29], [0.49, 1.23, -0.33], [1.12, 0.08, 0.24], [0.62, -1.15, -1.38], [1.28, -2.06, 0.01], [-1.19, -2.34, -0.10], [-0.71, -1.39, 1.38], [-0.83, 1.27, 1.40], [-1.42, 2.31, -0.02], [1.14, 2.07, -0.02], [0.41, 1.20, -1.42], [2.19, 0.08, 0.17]]}